{
  "formula": "C41H46BrN9O5SiY",
  "method": "ωB97M-V/def2-TZVPD",
  "species": ["Y", "C", "N", "C", "N", "C", "N", "C", "C", "C", "C", "C", "C", "C", "N", "N", "C", "O", "C", "C", "C", "C", "C", "C", "N", "C", "N", "C", "N", "C", "H", "H", "H", "H", "H", "H", "H", "H", "H", "H", "H", "H", "H", "H", "H", "H", "O", "C", "C", "C", "N", "C", "Br", "C", "H", "H", "H", "H", "O", "C", "C", "C", "C", "C", "C", "C", "O", "O", "H", "H", "H", "H", "H", "C", "Si", "C", "C", "C", "C", "C", "C", "C", "C", "H", "H", "H", "H", "H", "H", "H", "H", "H", "H", "H", "H", "H", "H", "H", "H", "H", "H", "H", "H", "H"],
  "positions_angstrom": [[-1.067491, 1.064236, -0.794527], [0.296019, 2.632175, 4.872973], [-0.277495, 2.154517, 3.621887], [0.169962, 2.165543, 2.367652], [-0.778325, 1.714211, 1.548860], [-1.814441, 1.434604, 2.404267], [-1.539413, 1.689142, 3.650393], [1.705831, 2.183992, 5.168094], [2.403372, 2.874222, 6.156773], [3.641627, 2.431347, 6.587675], [4.218649, 1.310186, 6.011842], [3.546279, 0.646052, 4.996130], [2.283173, 1.068680, 4.584247], [4.186660, -0.471270, 4.306298], [4.906419, -1.434205, 4.766088], [5.316446, -2.173987, 3.676533], [4.808983, -1.610395, 2.636055], [4.070505, -0.516760, 2.956148], [4.947492, -1.936906, 1.223126], [5.284902, -3.215358, 0.791588], [5.361157, -3.471188, -0.567129], [5.098736, -2.466769, -1.491097], [4.780873, -1.186728, -1.058115], [4.482129, -0.076902, -2.041231], [3.373041, 0.743859, -1.573468], [2.078797, 0.447549, -1.599099], [1.391876, 1.377440, -0.944432], [2.365863, 2.229435, -0.516278], [3.571507, 1.880710, -0.883048], [4.714697, -0.925422, 0.300642], [-0.382602, 2.251130, 5.635866], [0.230166, 3.721464, 4.896267], [1.163146, 2.478044, 2.095025], [-2.763854, 1.051731, 2.078051], [1.962158, 3.755165, 6.606893], [4.164283, 2.967941, 7.366866], [5.191450, 0.957993, 6.324816], [1.762667, 0.506137, 3.818665], [5.467013, -3.994522, 1.518597], [5.610254, -4.464605, -0.913389], [5.140897, -2.686259, -2.551000], [4.213754, -0.485203, -3.015302], [5.328996, 0.596163, -2.171672], [1.671400, -0.426380, -2.081688], [2.172167, 3.141026, 0.022436], [4.468540, 0.066725, 0.653122], [-0.630100, 3.714615, -6.780122], [-0.571317, 3.071768, -5.611139], [-0.517724, 1.681905, -5.496935], [-0.464988, 1.126236, -4.237819], [-0.453517, 1.852539, -3.116667], [-0.520567, 3.166442, -3.255181], [-0.603432, 4.152063, -1.620981], [-0.572650, 3.843194, -4.448304], [-0.638994, 3.098012, -7.522109], [-0.529847, 1.045489, -6.371596], [-0.444599, 0.050052, -4.108378], [-0.629269, 4.919802, -4.498437], [-4.815634, 3.369352, -3.193886], [-5.651847, 2.752023, -2.321499], [-7.029579, 2.932266, -2.398287], [-7.869017, 2.317732, -1.487255], [-7.351867, 1.523426, -0.473427], [-5.984063, 1.355475, -0.383983], [-5.121528, 1.949663, -1.304431], [-3.674219, 1.675788, -1.175133], [-2.884092, 1.714902, -2.156336], [-3.203492, 1.347251, -0.031030], [-5.342607, 3.916014, -3.787574], [-7.441179, 3.561267, -3.179656], [-8.937531, 2.464891, -1.569712], [-8.009525, 1.044025, 0.237223], [-5.553963, 0.746479, 0.398974], [0.479756, -2.529673, -2.125811], [-0.742676, -1.838447, -0.796812], [0.002532, -2.524851, 0.861141], [1.236856, -1.677564, 1.195161], [0.451415, -3.985163, 0.764604], [-0.994961, -2.382849, 2.013524], [-2.447906, -2.626953, -1.291837], [-3.590093, -2.105922, -0.412143], [-2.466126, -4.156462, -1.256307], [-2.724343, -2.175552, -2.734513], [0.252722, -3.572733, -2.357890], [1.514779, -2.521601, -1.769005], [0.450376, -1.988990, -3.076615], [2.001147, -1.745325, 0.415927], [1.696975, -2.028271, 2.126236], [0.983990, -0.618880, 1.330164], [1.172444, -4.136061, -0.040098], [-0.388641, -4.658022, 0.591924], [0.933984, -4.293071, 1.698421], [-1.381149, -1.360853, 2.095181], [-0.513316, -2.633001, 2.965153], [-1.849154, -3.051247, 1.894649], [-3.520381, -2.479163, 0.610708], [-4.553793, -2.435370, -0.814833], [-3.605969, -1.014932, -0.366870], [-2.371254, -4.533264, -0.236502], [-1.666600, -4.597311, -1.853927], [-3.415350, -4.529893, -1.654004], [-2.759607, -1.082799, -2.825426], [-3.695414, -2.554665, -3.067766], [-1.971406, -2.552341, -3.431184]],
  "atomic_forces_ev_per_a": [[-0.264, 0.443, -0.415], [0.097, 0.112, 0.093], [0.064, -0.011, -0.207], [-0.036, -0.027, 0.072], [0.106, 0.012, 0.249], [0.042, 0.002, -0.078], [-0.239, -0.093, 0.145], [-0.031, -0.067, 0.000], [-0.010, -0.012, 0.007], [-0.013, 0.002, 0.005], [-0.007, -0.026, -0.011], [-0.048, 0.039, -0.006], [0.030, 0.070, 0.012], [0.089, -0.120, -0.005], [-0.089, 0.262, 0.264], [0.021, -0.201, -0.319], [0.073, -0.022, 0.195], [-0.015, -0.027, -0.016], [-0.018, 0.080, -0.129], [-0.012, 0.016, 0.040], [0.008, -0.008, -0.014], [0.007, 0.006, -0.010], [-0.022, 0.014, -0.016], [0.108, -0.099, -0.013], [-0.222, -0.010, -0.100], [-0.045, 0.036, 0.011], [0.235, -0.129, 0.241], [-0.097, 0.055, -0.188], [0.203, 0.125, 0.139], [-0.018, -0.050, -0.030], [0.014, 0.027, -0.016], [0.020, -0.019, -0.029], [0.029, 0.013, -0.011], [-0.029, 0.002, -0.016], [-0.010, 0.015, 0.013], [0.010, 0.008, 0.014], [0.020, -0.003, 0.002], [0.000, -0.021, -0.008], [0.003, -0.011, 0.012], [0.004, -0.014, 0.000], [-0.002, -0.007, -0.018], [0.016, 0.013, 0.005], [-0.025, -0.006, 0.016], [0.009, -0.015, 0.018], [-0.006, 0.021, 0.036], [-0.005, 0.018, 0.009], [-0.005, 0.101, -0.058], [0.013, -0.150, 0.163], [0.008, 0.014, 0.010], [0.011, -0.017, -0.081], [0.032, 0.045, 0.044], [0.001, 0.016, 0.006], [0.010, -0.066, -0.104], [0.002, 0.014, -0.057], [0.001, -0.011, 0.016], [-0.001, -0.002, -0.007], [-0.002, -0.012, -0.013], [-0.002, 0.006, 0.000], [0.007, 0.008, -0.014], [-0.049, -0.032, 0.036], [0.009, 0.001, -0.006], [-0.006, 0.029, -0.042], [0.029, -0.048, 0.067], [-0.077, 0.024, 0.009], [0.149, 0.013, -0.072], [-0.170, -0.057, 0.072], [0.104, -0.102, 0.055], [-0.025, 0.038, 0.139], [0.014, -0.006, -0.003], [0.005, 0.004, -0.008], [-0.012, 0.004, -0.002], [-0.005, -0.003, 0.009], [0.008, -0.009, 0.002], [-0.049, -0.007, 0.075], [0.022, -0.268, -0.168], [-0.080, 0.090, -0.048], [-0.033, 0.005, -0.036], [-0.054, 0.004, -0.013], [-0.011, -0.013, -0.047], [0.093, 0.029, -0.003], [0.050, -0.034, -0.007], [0.014, 0.025, 0.070], [0.059, 0.023, 0.029], [-0.025, -0.019, 0.005], [0.010, 0.025, 0.019], [-0.016, 0.021, -0.029], [0.027, 0.022, -0.020], [0.016, -0.017, 0.034], [0.008, 0.005, 0.004], [0.037, -0.016, -0.017], [0.028, -0.009, -0.003], [0.009, -0.015, 0.033], [-0.003, -0.007, 0.016], [-0.004, 0.004, 0.031], [0.008, 0.001, 0.005], [0.001, 0.020, 0.006], [-0.029, -0.009, -0.002], [-0.034, -0.010, 0.008], [-0.015, -0.011, -0.007], [0.021, -0.016, -0.011], [-0.028, -0.019, -0.012], [0.003, 0.008, -0.001], [-0.033, -0.004, -0.006], [0.010, 0.000, -0.008]],
  "relative_energy_kcal_mol": 0.00,
  "mol_weight_g_mol": 941.77,
  "total_charge": 1,
  "lumo_ev": -2.1,
  "spin_multiplicity": 1,
  "e_tot_ha": -5360.80163,
  "e_homo_ev": -9.62
}